[1]
C38H50N9O3SV | wB97M-V/def2-TZVPD

The geometry in ORCA input format:
```
! wB97M-V def2-TZVPD RIJCOSX def2/J DEFGRID3
* xyz 1 4
V 0.03 0.15 -0.07
N -4.14 0.14 -1.28
C -3.01 0.27 -0.52
S -2.17 -1.19 -0.07
N -2.67 1.49 -0.20
N -1.49 1.48 0.52
C -1.38 2.19 1.58
C -2.40 3.15 2.07
C -2.81 4.19 1.25
C -3.76 5.10 1.69
C -4.32 4.96 2.95
C -3.93 3.91 3.77
C -2.97 3.01 3.33
C -0.18 1.88 2.39
C 0.18 2.61 3.52
C 1.28 2.22 4.27
C 1.99 1.09 3.88
C 1.57 0.41 2.75
N 0.52 0.78 2.02
H -4.57 -0.77 -1.28
H -4.76 0.94 -1.29
H -2.39 4.28 0.25
H -4.07 5.91 1.04
H -5.07 5.67 3.30
H -4.37 3.79 4.75
H -2.67 2.19 3.97
H -0.40 3.48 3.80
H 1.57 2.78 5.14
H 2.84 0.74 4.44
H 2.08 -0.48 2.41
C 2.91 0.03 -2.78
C 2.17 -1.20 -2.27
O 1.71 -1.05 -0.92
H 3.23 -0.14 -3.81
H 3.80 0.22 -2.18
H 2.26 0.90 -2.74
H 2.81 -2.08 -2.32
H 1.29 -1.39 -2.87
H 2.40 -1.29 -0.30
C -3.39 0.82 -5.58
N -2.19 0.19 -5.02
N -1.58 0.89 -3.98
C -1.08 0.00 -3.06
O -0.34 0.37 -2.13
C -1.51 -1.30 -3.49
C -2.20 -1.13 -4.64
C -2.94 -2.14 -5.45
C -1.12 2.22 -4.16
C -1.22 3.11 -3.10
C -0.75 4.40 -3.25
C -0.20 4.81 -4.46
C -0.11 3.92 -5.52
C -0.56 2.61 -5.37
H -3.15 1.84 -5.87
H -4.20 0.84 -4.85
H -3.68 0.27 -6.46
H -1.32 -2.21 -2.96
H -2.75 -3.13 -5.06
H -2.63 -2.11 -6.50
H -4.01 -1.95 -5.41
H -1.67 2.77 -2.17
H -0.83 5.10 -2.43
H 0.15 5.83 -4.58
H 0.32 4.24 -6.46
H -0.48 1.90 -6.18
O 0.99 -2.27 1.31
C 0.46 -2.83 2.27
C 1.14 -3.95 3.03
C 1.27 -3.74 4.57
C 0.56 -2.52 5.14
C -0.97 -2.62 5.11
C -1.48 -3.13 3.76
N -0.80 -2.51 2.64
H 2.11 -4.07 2.57
H 0.58 -4.86 2.82
H 2.34 -3.66 4.81
H 0.92 -4.64 5.08
H 0.87 -1.63 4.59
H 0.88 -2.37 6.17
H -1.40 -1.63 5.32
H -1.32 -3.29 5.90
H -2.55 -2.93 3.66
H -1.37 -4.21 3.71
H -1.28 -1.84 2.05
N 1.44 1.86 -0.42
C 2.23 2.69 -0.25
N 3.12 3.63 -0.05
C 2.80 4.76 0.83
C 4.05 5.20 1.56
C 5.18 5.49 0.58
C 5.46 4.28 -0.31
C 4.20 3.84 -1.03
H 2.02 4.43 1.52
H 2.40 5.58 0.23
H 4.36 4.41 2.26
H 3.83 6.09 2.16
H 6.09 5.78 1.11
H 4.90 6.34 -0.05
H 5.83 3.45 0.30
H 6.23 4.51 -1.05
H 4.35 2.91 -1.58
H 3.89 4.60 -1.75
*
```

Calculated values
expectation value of S² = 3.761
electronic energy = -96292.30983 eV
frontier orbital gap (spin up / spin down) = 6.95 / 7.54 eV
HOMO energy (spin up / spin down) = -9.111 / -9.959 eV
LUMO (spin up / spin down) = -0.0795 / -0.0887 Eh

=====

[2]
C38H51BO2S2 | wB97M-V/def2-TZVPD

The geometry in ORCA input format:
```
! wB97M-V def2-TZVPD RIJCOSX def2/J DEFGRID3
* xyz 0 1
C 3.24 -7.27 1.70
C 3.25 -5.78 1.53
C 3.63 -4.97 2.59
C 3.62 -3.57 2.50
C 3.95 -2.83 3.77
C 3.28 -2.95 1.27
C 3.32 -1.43 1.08
C 4.73 -0.86 1.24
C 2.26 -0.66 1.96
C 0.89 -1.23 1.99
C 0.34 -1.86 3.14
C -0.31 -3.16 3.04
C -0.09 -4.05 1.86
C -1.07 -3.65 4.09
C -1.10 -3.02 5.34
C -1.96 -3.56 6.44
C -0.32 -1.88 5.52
C 0.41 -1.30 4.48
C 1.28 -0.12 4.83
C 2.91 -3.78 0.18
C 2.46 -3.20 -1.14
C 2.92 -5.17 0.31
H 2.78 -7.75 0.83
H 4.26 -7.67 1.82
H 2.69 -7.58 2.60
H 3.93 -5.43 3.54
H 4.85 -2.23 3.66
H 3.11 -2.22 4.08
H 4.13 -3.56 4.56
H 3.02 -1.22 0.04
H 5.44 -1.47 0.67
H 4.79 0.16 0.84
H 5.06 -0.83 2.28
H 2.66 -0.66 2.98
H 2.25 0.40 1.61
H 0.45 -1.44 1.01
H -0.70 -4.96 1.92
H -0.31 -3.55 0.91
H 0.96 -4.39 1.81
H -1.63 -4.59 3.97
H -1.58 -3.24 7.42
H -2.99 -3.20 6.35
H -1.97 -4.65 6.40
H -0.30 -1.43 6.52
H 0.79 0.51 5.59
H 2.24 -0.43 5.28
H 1.45 0.50 3.94
H 2.07 -3.99 -1.79
H 1.65 -2.46 -1.03
H 3.28 -2.71 -1.69
H 2.64 -5.79 -0.54
C -3.22 0.61 -3.81
C -2.55 0.55 -2.49
C -2.17 -0.58 -1.78
C -1.55 -0.30 -0.50
C -1.38 1.05 -0.30
B -0.90 2.00 1.04
C 0.46 2.73 0.56
C 1.34 2.35 -0.43
C 2.30 3.37 -0.75
C 2.13 4.54 -0.03
C 2.90 5.80 -0.14
S 0.79 4.39 1.06
O -1.86 3.06 1.24
C -2.84 2.55 2.12
C -3.34 3.65 3.07
C -4.03 2.07 1.32
C -2.05 1.36 2.90
C -1.54 1.80 4.26
C -2.86 0.08 3.05
O -0.88 1.09 2.12
S -2.08 1.97 -1.62
H -3.11 -0.35 -4.31
H -4.29 0.82 -3.69
H -2.77 1.40 -4.41
H -2.35 -1.58 -2.17
H -1.23 -1.09 0.17
H 1.28 1.39 -0.93
H 3.07 3.27 -1.50
H 3.77 5.64 -0.78
H 2.27 6.58 -0.58
H 3.23 6.13 0.85
H -4.03 3.20 3.79
H -2.53 4.14 3.61
H -3.89 4.41 2.50
H -4.77 1.62 1.99
H -4.49 2.93 0.83
H -3.72 1.36 0.54
H -2.36 1.92 4.98
H -0.87 1.02 4.65
H -0.98 2.73 4.16
H -3.65 0.23 3.80
H -3.30 -0.23 2.10
H -2.20 -0.72 3.40
*
```

Calculated values
electronic energy = -66675.43243 eV
frontier orbital gap = 4.17 eV
HOMO energy = -6.846 eV
LUMO = -0.0983 Eh

=====

[3]
C38H51Cl7F8IN3O8 | wB97M-V/def2-TZVPD

The geometry in ORCA input format:
```
! wB97M-V def2-TZVPD RIJCOSX def2/J DEFGRID3
* xyz 0 1
C 3.87 -3.53 1.60
O 2.98 -2.42 1.39
C 2.91 -2.05 0.02
C 2.13 -0.69 -0.02
C 0.73 -0.60 -0.43
C 0.07 -1.95 -0.87
C 0.48 -2.36 -2.34
O -0.64 -2.78 -3.13
C -0.26 -3.18 -4.43
C -0.13 -4.74 -4.60
F 0.00 -4.95 -5.98
F 1.06 -5.22 -4.07
C -1.38 -5.56 -4.14
F -2.46 -5.07 -4.87
F -1.24 -6.87 -4.55
C -1.66 -5.58 -2.58
F -2.02 -6.87 -2.25
F -0.57 -5.26 -1.81
C -2.86 -4.63 -2.17
F -2.51 -4.06 -0.93
F -4.00 -5.35 -1.93
C 0.00 0.69 -0.43
C -1.50 0.79 -0.83
O -2.20 1.60 -0.29
O -2.10 -0.07 -1.76
C -3.15 -0.77 -1.03
O -4.41 -0.17 -1.22
C -5.40 -0.70 -0.41
C -5.20 -1.54 0.76
C -6.29 -2.03 1.59
C -5.93 -2.89 2.87
C -7.67 -1.71 1.29
C -7.90 -0.87 0.10
C -6.80 -0.37 -0.73
C -7.18 0.55 -1.94
C -7.68 1.93 -1.31
C -8.28 -0.05 -2.90
C 0.78 1.86 -0.03
C 0.14 3.29 -0.04
C 2.20 1.70 0.39
C 3.04 2.92 0.88
C 3.11 2.91 2.48
N 1.85 2.25 3.01
N 2.80 0.46 0.39
I 4.77 0.33 1.05
H 4.93 -3.16 1.59
H 3.68 -3.88 2.66
H 3.68 -4.41 0.94
H 2.38 -2.87 -0.53
H 3.93 -1.96 -0.47
H 0.46 -2.73 -0.16
H -1.04 -1.97 -0.77
H 1.17 -3.25 -2.26
H 1.05 -1.55 -2.87
H -0.98 -2.84 -5.23
H 0.73 -2.75 -4.73
H -3.01 -3.76 -2.86
H -3.14 -1.82 -1.45
H -2.81 -0.84 0.03
H -4.17 -1.83 1.09
H -5.60 -2.14 3.64
H -5.01 -3.48 2.60
H -6.77 -3.53 3.21
H -8.49 -2.07 1.95
H -8.97 -0.60 -0.11
H -6.26 0.72 -2.54
H -6.81 2.62 -1.13
H -8.13 1.76 -0.29
H -8.49 2.41 -1.92
H -8.80 0.82 -3.38
H -9.06 -0.66 -2.37
H -7.85 -0.64 -3.75
H -0.67 3.28 -0.82
H 0.86 4.07 -0.40
H -0.29 3.55 0.96
H 4.05 2.96 0.40
H 2.54 3.89 0.62
H 3.07 3.97 2.85
H 4.09 2.43 2.88
H 1.44 2.84 3.74
H 2.11 1.39 3.50
C -3.19 4.76 1.64
C -3.36 5.76 2.78
C -2.92 7.17 2.39
C -1.48 7.17 2.03
N -0.37 7.17 1.75
H -2.14 4.65 1.36
H -3.54 3.77 1.95
H -3.75 5.06 0.76
H -2.79 5.41 3.65
H -4.41 5.78 3.07
H -3.07 7.86 3.23
H -3.50 7.54 1.54
C 8.65 -3.37 -1.87
O 8.20 -2.24 -1.12
C 9.17 -1.63 -0.42
O 10.33 -1.96 -0.38
O 8.61 -0.60 0.23
C 9.53 0.15 1.04
H 7.79 -3.78 -2.40
H 9.40 -3.07 -2.61
H 9.06 -4.14 -1.21
H 10.31 0.59 0.42
H 9.97 -0.48 1.81
H 8.98 0.95 1.51
C 3.72 3.90 6.52
Cl 4.37 2.25 6.57
Cl 4.49 4.79 5.20
Cl 1.96 3.83 6.25
Cl 4.04 4.70 8.08
C 7.14 2.81 -1.20
Cl 7.30 2.93 0.56
Cl 5.46 3.00 -1.73
H 7.74 3.59 -1.66
H 7.49 1.83 -1.52
Cl 5.51 3.48 3.37
*
```

Calculated values
electronic energy = -178572.68975 eV
frontier orbital gap = 4.72 eV
HOMO energy = -6.518 eV
LUMO = -0.0662 Eh

=====

[4]
C38H51ClOP4SeZr | wB97M-V/def2-TZVPD

The geometry in ORCA input format:
```
! wB97M-V def2-TZVPD RIJCOSX def2/J DEFGRID3
* xyz 2 1
P 1.36 1.06 -4.42
C 3.08 1.47 -4.69
C 3.81 0.85 -5.72
H 3.37 0.03 -6.29
C 5.09 1.29 -6.03
H 5.65 0.81 -6.83
C 5.66 2.35 -5.32
H 6.66 2.71 -5.57
C 4.94 2.97 -4.29
H 5.37 3.80 -3.74
C 3.65 2.52 -3.97
H 3.08 3.00 -3.16
C 1.04 -0.50 -5.25
C 1.75 -1.63 -4.82
H 2.56 -1.52 -4.09
C 1.43 -2.89 -5.32
H 1.96 -3.77 -4.96
C 0.44 -3.02 -6.31
H 0.21 -4.00 -6.73
C -0.23 -1.89 -6.77
H -0.98 -1.97 -7.56
C 0.05 -0.63 -6.24
H -0.46 0.26 -6.62
C 0.30 2.31 -5.15
C 0.67 2.86 -6.40
H 1.58 2.53 -6.88
C -0.14 3.82 -7.00
H 0.14 4.22 -7.98
C -1.31 4.26 -6.37
H -1.94 5.02 -6.85
C -1.67 3.72 -5.13
H -2.58 4.06 -4.63
C -0.88 2.74 -4.53
H -1.18 2.31 -3.57
Zr 0.32 0.26 -0.39
C -1.68 -1.19 -0.64
C -2.04 -1.55 -1.88
H -2.23 -1.54 0.24
C -1.26 -0.92 -3.05
O -2.19 -0.07 -3.77
H -1.76 0.29 -4.56
C -0.17 -0.14 -2.44
H -0.84 -1.68 -3.74
C 0.81 0.72 -2.60
Cl 2.21 1.61 0.37
P -1.39 2.17 0.29
P 1.76 -1.93 0.04
C -0.90 3.22 1.71
H 0.12 3.57 1.56
H -0.93 2.65 2.64
H -1.59 4.07 1.77
C -1.63 3.39 -1.03
H -2.34 3.01 -1.77
H -0.67 3.57 -1.54
H -2.00 4.33 -0.60
C -3.09 1.70 0.73
H -3.08 1.02 1.59
H -3.56 1.19 -0.12
H -3.67 2.61 0.98
C 2.56 -2.17 1.66
H 1.80 -2.25 2.44
H 3.20 -1.31 1.89
H 3.17 -3.09 1.62
C 0.95 -3.54 -0.23
H 0.57 -3.59 -1.25
H 0.10 -3.64 0.46
H 1.67 -4.35 -0.05
C 3.17 -1.99 -1.11
H 3.59 -0.98 -1.22
H 2.84 -2.35 -2.09
H 3.93 -2.66 -0.71
P -3.40 -2.65 -2.37
C -3.93 -3.60 -0.96
C -2.71 -3.69 -3.67
H -4.22 -2.93 -0.14
H -3.12 -4.27 -0.62
H -4.79 -4.21 -1.27
H -2.40 -3.08 -4.52
H -3.47 -4.41 -3.98
H -1.83 -4.23 -3.28
C -4.69 -1.61 -3.03
H -5.03 -0.91 -2.25
H -5.53 -2.23 -3.37
H -4.27 -1.02 -3.86
H 1.41 1.30 -1.85
Se -0.50 -0.56 2.26
C 0.09 0.51 3.71
C -0.88 0.99 4.63
C -0.49 1.75 5.73
C 0.87 2.02 5.96
C 1.83 1.52 5.07
C 1.45 0.77 3.95
H -1.93 0.74 4.45
H -1.25 2.14 6.41
H 1.17 2.60 6.83
H 2.89 1.70 5.26
H 2.19 0.39 3.25
*
```

Calculated values
electronic energy = -158573.82385 eV
frontier orbital gap = 5.75 eV
HOMO energy = -11.349 eV
LUMO = -0.2058 Eh

=====

Question: Which of these has the lowest electronic energy?
Answer: C38H51Cl7F8IN3O8